C6H7N3O2 | ωB97M-V with the def2-TZVPD basis set

Output
- highest occupied orbital energy (Eh) = -0.334
- energy above the lowest of the compared OMol25 structures with the same formula, charge and spin (kJ/mol) = 189.0
- HOMO-LUMO gap (hartree) = 0.3278

Geometry as ORCA input:
```
! wB97M-V def2-TZVPD RIJCOSX def2/J DEFGRID3
* xyz 0 1
C -1.73008 -0.27368 -1.68929
C -0.85356 0.09298 -0.53252
C -1.31111 1.04105 0.35963
C -0.55321 1.40894 1.47627
N -1.03588 2.29522 2.40435
N 0.65515 0.87199 1.74296
C 1.11462 -0.00863 0.87343
C 0.41512 -0.43187 -0.24875
N 1.06112 -1.41437 -1.10402
O 2.13419 -1.86351 -0.75496
O 0.48121 -1.73977 -2.14134
H -1.23779 -0.04815 -2.62746
H -2.65895 0.28030 -1.67392
H -1.96405 -1.35181 -1.69945
H -2.28743 1.50581 0.20021
H -1.80946 2.90525 2.15672
H -0.34175 2.69091 3.02120
H 2.12283 -0.39866 1.05742
*
```